No. 1
A 12-piece molecular cluster, C68H160O34S overall. Source: the OMol25 dataset; level of theory: the ωB97M-V functional and the def2-TZVPD basis.

Element x y z (Å)
C 0.41425 1.13565 10.41421
O 0.65978 -0.24212 10.19054
C 1.42195 -0.56329 9.05736
C 1.06150 -1.99288 8.54202
O 1.86991 -2.19962 7.37653
C 1.87247 -3.50064 6.89456
C 0.76598 -3.79357 5.95418
O 0.64951 -2.82356 4.88189
C 1.76481 -2.76560 4.01249
H 1.26839 1.75969 10.13889
H 0.08093 1.13934 11.47497
H -0.37897 1.40486 9.74113
H 2.49573 -0.55226 9.31698
H 1.20025 0.14245 8.21090
H -0.05283 -2.02903 8.29879
H 1.23007 -2.79882 9.27436
H 1.83144 -4.25727 7.72459
H 2.83654 -3.62953 6.45085
H -0.15655 -3.70148 6.56674
H 0.98039 -4.73080 5.42195
H 1.54602 -2.18205 3.07293
H 2.10674 -3.76568 3.69059
H 2.55409 -2.25479 4.54754
C -2.13093 4.24485 -1.06460
O -1.34561 4.17346 0.09876
C -1.51032 5.31190 0.95926
C -1.02731 4.96499 2.31837
O -2.15022 4.43385 3.04070
C -2.19089 3.01000 3.22477
C -1.31429 2.58478 4.36897
O -1.85481 3.17165 5.54339
C -1.31770 2.60657 6.75995
H -1.87290 3.40815 -1.71798
H -1.93495 5.21183 -1.58912
H -3.20574 4.24521 -0.89216
H -2.59930 5.57512 1.10811
H -1.04288 6.18897 0.45574
H -0.65547 5.88920 2.89740
H -0.13803 4.27048 2.33446
H -1.89144 2.37170 2.36611
H -3.22302 2.78299 3.45113
H -0.27890 2.91744 4.26011
H -1.31165 1.52789 4.48167
H -1.65319 3.24660 7.57597
H -0.22685 2.56464 6.73902
H -1.57075 1.58171 6.86039
C 3.91074 -9.45529 -2.59317
O 4.38279 -8.16910 -2.86309
C 3.57101 -7.48578 -3.81085
C 4.08824 -6.08404 -4.11806
O 3.76934 -5.18932 -3.07407
C 4.51966 -4.02950 -3.15419
C 4.12413 -3.01255 -4.23377
O 2.80201 -2.62237 -3.89631
C 2.47628 -1.54885 -4.75748
H 4.62231 -10.00383 -2.03315
H 3.59846 -9.99614 -3.54471
H 2.97851 -9.32881 -2.01136
H 2.55964 -7.30250 -3.45270
H 3.58380 -8.09384 -4.70012
H 3.65958 -5.69887 -5.09973
H 5.16773 -6.05287 -4.29409
H 5.63159 -4.20837 -3.14204
H 4.20793 -3.43941 -2.25901
H 4.12023 -3.41405 -5.26770
H 4.88677 -2.19739 -4.22081
H 2.16597 -1.90902 -5.77736
H 3.27134 -0.83941 -4.85890
H 1.56286 -1.06685 -4.36014
C -1.33003 -1.54164 2.19576
O -2.43123 -2.38023 2.43337
C -2.36548 -3.12175 3.61882
C -2.32744 -2.20196 4.93949
O -3.14888 -1.09650 4.81188
C -4.53059 -1.22559 4.69149
C -5.07942 0.15607 5.03632
O -5.10122 0.33451 6.46265
C -5.18368 1.72505 6.75738
H -1.64196 -0.81032 1.37398
H -0.38822 -2.01581 1.87418
H -1.15407 -0.95470 3.11215
H -1.47278 -3.81257 3.69323
H -3.32465 -3.66637 3.52086
H -1.31010 -1.84820 5.07413
H -2.64412 -2.83225 5.84396
H -4.96972 -1.99477 5.35402
H -4.72532 -1.45406 3.63008
H -6.07351 0.27446 4.56873
H -4.31243 0.85817 4.63242
H -5.46767 1.85734 7.80449
H -5.96382 2.13083 6.09618
H -4.28481 2.28866 6.56947
C -4.31352 -2.46571 -0.89715
O -4.50769 -3.79681 -1.34492
C -5.30879 -4.63504 -0.52130
C -4.80282 -4.76665 0.89212
O -5.61423 -5.62455 1.63853
C -5.14671 -6.18425 2.86685
C -6.17794 -6.99965 3.62407
O -7.14565 -6.27605 4.28273
C -8.12115 -5.54665 3.53211
H -3.96207 -2.41701 0.19042
H -5.21457 -1.83215 -1.05122
H -3.51288 -2.05228 -1.45541
H -5.28837 -5.55498 -1.02574
H -6.35486 -4.28690 -0.42468
H -4.68452 -3.84902 1.45671
H -3.77522 -5.18984 0.87517
H -4.85506 -5.36941 3.53693
H -4.21737 -6.76860 2.80344
H -5.64327 -7.51389 4.38854
H -6.47737 -7.76756 2.89719
H -8.87682 -6.19710 3.09045
H -7.66446 -5.01317 2.67268
H -8.63110 -4.90589 4.22928
C 4.90301 6.33917 -5.52743
O 5.42762 5.22989 -4.86452
C 4.98039 4.03781 -5.48684
C 5.12868 2.85593 -4.46942
O 6.47288 2.46270 -4.33733
C 6.60645 1.15564 -3.77397
C 6.14930 0.97192 -2.37942
O 4.80597 0.55817 -2.18953
C 4.51944 0.19902 -0.83839
H 3.77834 6.35455 -5.38778
H 5.15422 6.31287 -6.60496
H 5.39647 7.13897 -5.01073
H 5.55740 3.76895 -6.41871
H 3.92768 4.02357 -5.63514
H 4.50588 2.02634 -4.81792
H 4.63430 3.13529 -3.50865
H 7.68351 0.88968 -3.96168
H 6.01068 0.52981 -4.42544
H 6.31312 1.91635 -1.76491
H 6.80446 0.25214 -1.87750
H 3.45329 -0.03470 -0.96876
H 4.62855 1.04227 -0.12894
H 5.08819 -0.75763 -0.58065
C -0.07516 -5.48700 1.94188
O 0.36032 -5.27469 0.61499
C 0.36870 -3.91852 0.30788
C 0.76279 -3.73711 -1.12523
O -0.34592 -4.12283 -1.93613
C 0.08971 -4.14797 -3.25434
C -1.00554 -4.66019 -4.09948
O -0.76311 -4.22897 -5.51196
C -1.95425 -4.49443 -6.24411
H 0.47198 -4.94861 2.67894
H -0.10881 -6.56188 2.15900
H -1.12323 -5.12939 2.04937
H 1.07808 -3.33790 0.90905
H -0.65166 -3.46972 0.37569
H 1.61824 -4.45441 -1.29053
H 1.02426 -2.68480 -1.30910
H 1.07954 -4.68380 -3.32235
H 0.28704 -3.10915 -3.53696
H -1.92594 -4.22518 -3.72612
H -1.02373 -5.75405 -4.06940
H -2.57748 -3.59280 -6.20349
H -2.46728 -5.38896 -5.85976
H -1.67417 -4.70082 -7.26364
C -4.69067 1.12861 -2.07569
O -3.92434 0.76805 -0.94270
C -4.55047 0.94698 0.31201
C -4.76473 2.40393 0.79112
O -5.73910 3.10401 0.04084
C -6.62184 3.83367 0.83504
C -6.03422 5.11716 1.23836
O -4.94357 4.99703 2.12537
C -4.57737 6.23678 2.67089
H -4.70353 2.19256 -2.21634
H -5.71264 0.76739 -1.98287
H -4.21659 0.67951 -2.98198
H -3.84902 0.51964 0.98071
H -5.55583 0.44772 0.49644
H -3.83954 2.98033 0.65858
H -5.02002 2.31640 1.82038
H -7.07031 3.30679 1.72786
H -7.46412 4.05886 0.19661
H -6.79604 5.69326 1.75243
H -5.76739 5.74065 0.37753
H -4.21409 6.97086 1.89222
H -3.85235 6.02523 3.41801
H -5.46754 6.70022 3.04168
C -4.83410 0.43085 -8.08120
O -4.78408 1.76053 -8.47895
C -3.50619 2.40552 -8.42821
C -2.76311 2.22729 -7.15512
O -2.11587 0.94165 -7.05838
C -1.51382 0.84326 -5.79417
C -1.75373 -0.48747 -5.12793
O -3.10370 -0.50464 -4.72265
C -3.44702 -1.76706 -4.21156
H -4.43119 0.32975 -7.07397
H -4.27901 -0.26137 -8.66408
H -5.91799 0.23175 -7.96052
H -3.69567 3.47836 -8.50560
H -2.92522 2.15440 -9.36104
H -3.57757 2.27071 -6.37078
H -2.10197 2.97076 -6.82709
H -1.87436 1.62881 -5.16105
H -0.44654 0.89246 -6.01690
H -1.07552 -0.59114 -4.28457
H -1.52768 -1.27664 -5.87574
H -2.73733 -2.23916 -3.56442
H -3.63906 -2.53790 -5.07580
H -4.44141 -1.66771 -3.73055
C 2.07708 8.63624 -0.66023
O 2.19010 7.22836 -0.74560
C 3.20527 6.90381 -1.66498
C 3.16416 5.47534 -2.19679
O 2.30754 5.32566 -3.31327
C 0.92270 5.32395 -3.05177
C 0.17053 4.52714 -4.17114
O 0.08117 3.13186 -3.86825
C 1.37960 2.45175 -3.93706
H 2.97690 9.10256 -0.26381
H 1.19473 8.80589 -0.02933
H 1.93422 9.06229 -1.65936
H 4.14881 7.05921 -1.20339
H 3.10390 7.58385 -2.52289
H 2.76896 4.77739 -1.34683
H 4.14631 5.12261 -2.43037
H 0.45307 6.30411 -3.02871
H 0.62313 4.73896 -2.16107
H 0.68285 4.81390 -5.10920
H -0.83758 4.91454 -4.17471
H 2.10408 2.92245 -3.26620
H 1.73877 2.44036 -4.97168
H 1.09476 1.42379 -3.63099
C 10.06200 -0.97336 -0.32740
O 8.82203 -0.35514 0.10511
C 8.95155 0.84503 0.85239
C 7.59953 1.19137 1.40970
O 7.78565 2.18418 2.46856
C 6.59681 2.96306 2.81616
C 5.42748 2.24036 3.42161
O 4.71328 1.51265 2.44519
C 3.60610 0.78697 2.90742
H 10.09958 -1.05204 -1.41540
H 9.95361 -1.97106 0.01098
H 10.93317 -0.44842 0.06859
H 9.51948 1.64082 0.29609
H 9.55706 0.64199 1.76476
H 7.19817 0.21407 1.77320
H 6.86957 1.59678 0.70513
H 6.19769 3.54889 1.96794
H 6.90940 3.58185 3.60422
H 4.73543 2.92307 3.86890
H 5.72372 1.59642 4.26373
H 3.22491 0.22901 2.03999
H 2.83097 1.49221 3.33694
H 3.92198 0.08704 3.72800
C -0.39260 0.77140 -1.21587
S 0.14824 1.19448 0.48512
O 0.89235 0.04458 1.01796
C 1.48181 2.39260 0.01985
H -0.65697 1.68486 -1.75998
H -1.25917 0.09847 -1.12676
H 0.48190 0.23354 -1.65676
H 1.89933 2.86055 0.90288
H 1.03165 3.22259 -0.49016
H 2.28785 1.89096 -0.51665

The calculation puts the HOMO energy at -8.89 eV. Its spin multiplicity is 1. The value obtained for the lowest unoccupied orbital energy is 0.42 eV.

Results of the Löwdin charge analysis, in e, for atoms 1 through 8: -0.092 -0.208 -0.203 -0.160 -0.136 -0.252 -0.168 -0.233


No. 2
A 3-piece molecular cluster, C19H37BCl2O5 overall. Source: the OMol25 dataset; level of theory: the ωB97M-V functional and the def2-TZVPD basis.

Element x y z (Å)
C 3.19202 -2.56265 0.21465
C 2.71950 -1.97483 -1.10940
Cl 3.79467 -0.84132 -1.91365
C 1.54572 -2.27252 -1.62822
Cl 1.06574 -1.50470 -3.13868
C 0.54466 -3.24002 -1.03545
O 1.01331 -4.42424 -0.37037
C -0.02047 -4.87168 0.43974
O 0.08314 -5.83262 1.06744
O -1.07267 -3.99385 0.33336
C -0.40902 -2.72786 0.05042
C -1.36876 -1.58141 -0.30088
B -2.38061 -1.94813 -1.48393
O -3.70935 -2.20357 -1.21497
O -2.02929 -1.99998 -2.81779
H 3.11766 -3.65712 0.24929
H 4.23094 -2.29587 0.44003
H 2.51577 -2.17606 0.99547
H -0.04395 -3.66037 -1.87267
H 0.13074 -2.56449 1.00219
H -0.77473 -0.67066 -0.48405
H -1.95391 -1.37126 0.61504
H -3.92315 -2.02002 -0.28981
H -2.78877 -1.64524 -3.30682
C -6.16418 -0.49338 0.51565
C -5.58319 -0.79716 1.89426
C -6.48022 -1.69384 2.74604
C -7.85142 -1.10551 3.08314
C -7.82105 0.23738 3.81218
C -7.14185 0.17079 5.17599
H -7.10235 0.05861 0.58605
H -5.46663 0.11694 -0.06231
H -6.34764 -1.41465 -0.04212
H -5.36998 0.13891 2.41744
H -4.61790 -1.30138 1.76441
H -5.95255 -1.94271 3.67137
H -6.63133 -2.64426 2.22375
H -8.39537 -1.83024 3.69746
H -8.43632 -0.99449 2.16521
H -8.85146 0.57573 3.95269
H -7.33169 0.99630 3.19486
H -7.63980 -0.55418 5.82375
H -7.18387 1.14398 5.66841
H -6.09049 -0.10983 5.09134
C 4.32605 2.96966 -1.79831
C 5.47818 2.84788 -2.78967
C 6.81309 2.50779 -2.12805
C 7.33311 3.55310 -1.13922
C 7.52025 4.95610 -1.71532
C 8.55048 5.01720 -2.83800
H 4.48732 3.78386 -1.08916
H 3.39258 3.17431 -2.32642
H 4.19795 2.04288 -1.23541
H 5.56304 3.77075 -3.37042
H 5.23794 2.05676 -3.50647
H 7.56080 2.34142 -2.90926
H 6.71469 1.55294 -1.60048
H 8.29094 3.20341 -0.73969
H 6.65620 3.61221 -0.28159
H 7.84540 5.61896 -0.90820
H 6.56539 5.35332 -2.07112
H 9.52383 4.66104 -2.49287
H 8.67363 6.04511 -3.18422
H 8.24920 4.41477 -3.69667

The calculation puts the HOMO energy at -9.51 eV. Its spin multiplicity is 1. Its SMILES is C/C(Cl)=C(/Cl)[C@H]1OC(=O)O[C@@H]1CB(O)O.CCCCCC.CCCCCC. The value obtained for the lowest unoccupied orbital energy is 0.32 eV.

Results of the natural (NBO) charge analysis, in e, for atoms 1 through 8: -0.665 0.005 0.015 -0.086 0.027 0.018 -0.512 0.976


No. 3
A 2-piece molecular cluster, C3H11NS overall. Source: the OMol25 dataset; level of theory: the ωB97M-V functional and the def2-TZVPD basis.

Element x y z (Å)
C 2.47831 0.86178 2.79477
S 2.10982 1.29719 4.53539
C 0.77238 2.47082 4.23730
H 3.34369 0.21686 2.68942
H 2.71885 1.73923 2.17831
H 1.52051 0.58183 2.34818
H 0.97634 3.45743 3.77144
H -0.07383 2.07334 3.67633
H 0.44414 2.90908 5.18323
C -1.73105 -2.73614 -4.31535
N -2.41607 -1.57598 -4.86574
H -0.73863 -2.75928 -4.73021
H -2.24262 -3.68060 -4.55550
H -1.90277 -2.72179 -3.23153
H -3.37443 -1.38412 -4.70558
H -1.88466 -0.74964 -5.01047

The value obtained for the energy above the lowest of the compared OMol25 structures with the same formula, charge and spin is 1.180 eV. The calculation puts the HOMO energy at -8.57 eV. Its spin multiplicity is 1. Its SMILES is CSC.CN. The value obtained for the lowest unoccupied orbital energy is 1.12 eV.

Results of the natural (NBO) charge analysis, in e, for atoms 1 through 8: -0.744 0.197 -0.777 0.235 0.210 0.214 0.215 0.212


No. 4
A 3-piece molecular cluster, C11H22N2O5 overall. Source: the OMol25 dataset; level of theory: the ωB97M-V functional and the def2-TZVPD basis.

Element x y z (Å)
N 0.03850 -1.09606 -2.49465
O 1.05920 -2.03378 -2.21675
C 2.06530 -1.91938 -3.12063
O 3.14214 -1.83409 -2.73422
N 1.80561 -1.96570 -4.52038
C 1.33026 -0.70335 -5.09317
C 2.12793 0.50514 -4.62902
O 1.58946 1.36981 -4.06324
H -0.83768 -1.57828 -2.34511
H 0.10451 -0.35020 -1.80533
H 1.20706 -2.74570 -4.76095
H 1.47510 -0.77299 -6.17484
H 0.28097 -0.48186 -4.92732
H 3.19968 0.60106 -4.85870
C 0.49113 3.56929 -0.41394
C -0.26987 3.13442 0.83265
C -0.37288 1.63245 0.62592
O 0.79080 1.23843 -0.11422
C 1.45417 2.40966 -0.61288
H 0.99913 4.52669 -0.30721
H -0.19298 3.63850 -1.26337
H 0.32288 3.35025 1.72484
H -1.24126 3.61332 0.94601
H -1.25771 1.37330 0.03295
H -0.41090 1.08100 1.56235
H 2.37278 2.55227 -0.03414
H 1.72231 2.25709 -1.65846
C -2.31703 -2.36463 4.60298
C -0.94088 -2.31786 3.95085
C -1.10405 -1.17017 2.96707
O -2.04784 -0.26386 3.54641
C -2.68064 -0.88857 4.66775
H -2.32493 -2.84613 5.57987
H -3.01852 -2.89588 3.95496
H -0.18333 -2.06742 4.69734
H -0.64872 -3.25026 3.47012
H -1.51157 -1.52059 2.01224
H -0.16814 -0.64667 2.77299
H -2.29369 -0.42416 5.58116
H -3.75629 -0.71508 4.62006

The value obtained for the energy above the lowest of the compared OMol25 structures with the same formula, charge and spin is 0.000 eV. The calculation puts the HOMO energy at -9.48 eV. Its spin multiplicity is 1. Its SMILES is NOC(=O)NCC=O.C1CCOC1.C1CCOC1. The value obtained for the lowest unoccupied orbital energy is 0.70 eV.

Results of the natural (NBO) charge analysis, in e, for atoms 1 through 8: -0.545 -0.404 0.883 -0.508 -0.687 -0.317 0.434 -0.507


No. 5
One molecule with the formula C3H7NO2S. Source: the OMol25 dataset; level of theory: the ωB97M-V functional and the def2-TZVPD basis.

Element x y z (Å)
N -0.40376 -0.65035 1.42371
C -0.03842 -0.27119 0.07375
C -0.93679 0.68577 -0.68104
S -2.72543 0.19888 -0.64587
C 1.38218 0.19234 0.00895
O 2.03294 0.63128 0.91944
O 1.93451 -0.02115 -1.21448
H -0.09900 -1.59973 1.62283
H 0.20477 -0.13050 2.05505
H -0.06854 -1.19346 -0.54309
H -0.86518 1.70779 -0.33243
H -0.64978 0.72628 -1.72334
H -2.50618 -0.79020 0.27264
H 2.73867 0.51423 -1.23612

The value obtained for the energy above the lowest of the compared OMol25 structures with the same formula, charge and spin is 0.590 eV. The calculation puts the HOMO energy at -9.04 eV. Its spin multiplicity is 1. Its SMILES is N[C@@H](CS)C(=O)O. The value obtained for the lowest unoccupied orbital energy is 0.58 eV.

Results of the natural (NBO) charge analysis, in e, for atoms 1 through 8: -0.820 -0.183 -0.497 -0.065 0.782 -0.588 -0.685 0.365


No. 6
A 2-piece molecular cluster, C5H17N2O overall. Source: the OMol25 dataset; level of theory: the ωB97M-V functional and the def2-TZVPD basis.

Element x y z (Å)
N -0.83432 -1.61102 0.41357
C -1.65938 -1.55709 -0.81477
C -0.91193 -0.96380 -2.05154
N -0.07945 0.11296 -1.54152
C 1.32228 0.26942 -1.97267
C 2.19798 0.80490 -0.83702
C 2.24560 -0.12406 0.39835
H -0.34364 -0.77626 0.61778
H -1.50275 -1.81315 1.15132
H -0.24811 -2.43054 0.32213
H -1.90448 -2.59047 -1.09416
H -2.68125 -1.20588 -0.67988
H -0.46154 -1.82204 -2.54108
H -1.71520 -0.59003 -2.66355
H -0.59854 0.97772 -1.53143
H 1.30249 0.96404 -2.81514
H 1.62922 -0.72545 -2.30054
H 1.79115 1.80685 -0.69539
H 3.23057 0.82854 -1.17941
H 2.37909 -1.13704 0.00090
H 1.42891 0.01362 1.09721
H 3.22842 0.03671 0.83191
H -2.23075 2.31504 5.73940
H -1.74878 3.71959 5.29896
O -1.84772 2.80559 5.00750

The value obtained for the energy above the lowest of the compared OMol25 structures with the same formula, charge and spin is 1.733 eV. The calculation puts the HOMO energy at -12.81 eV. Its spin multiplicity is 1. The total charge is +1. The value obtained for the lowest unoccupied orbital energy is -3.33 eV.

Results of the natural (NBO) charge analysis, in e, for atoms 1 through 8: -0.661 -0.255 -0.226 -0.690 -0.204 -0.406 -0.623 0.462